Record 1
Entry from OMol25: C20H21NO2S in the gas phase in a non-equilibrium geometry (wB97M-V/def2-TZVPD).

Its HOMO energy is -8.8 eV. As for the multiplicity: 1. Its orbital gap is 0.3518 Eh. As for the calculated total energy: -37501.8143 eV. For the energy above the lowest of the compared OMol25 structures with the same formula, charge and spin, the calculation gives 0.000 eV.

Positions of all 45 atoms, in Å:
O1 -0.15043 0.63125 1.94494
O2 0.21690 -1.57776 1.55545
S1 0.32055 -0.46670 -3.39545
C1 0.08813 -0.28429 1.17473
C2 3.11820 2.30571 -3.20347
C3 -4.43616 0.91607 -2.07152
C4 2.83098 3.06469 -2.07641
C5 -4.06988 1.24725 -0.79915
C6 2.38531 1.20789 -3.56461
C7 -3.44212 0.64640 -3.01748
C8 1.66879 2.77201 -1.36938
C9 -2.69937 1.38539 -0.48228
C10 1.25122 0.90452 -2.84926
C11 -2.07111 0.74900 -2.71165
C12 0.89074 1.65053 -1.73567
C13 -1.68210 1.12842 -1.43011
N1 0.06997 -0.01446 -0.19106
C14 -1.14195 0.51168 -3.88688
C15 -0.27048 1.22543 -0.85886
C16 0.85632 -3.43525 4.62829
C17 1.97061 -2.41674 4.59764
C18 0.29734 -3.30839 3.18502
C19 1.55807 -1.31938 3.63012
C20 0.24090 -1.81994 2.97567
H1 3.99287 2.57453 -3.82208
H2 -5.48474 0.84976 -2.35715
H3 3.42106 3.91603 -1.81831
H4 -4.78641 1.48094 -0.01440
H5 2.66001 0.59156 -4.42375
H6 -3.69457 0.33921 -4.02300
H7 1.42331 3.34665 -0.46528
H8 -2.46571 1.60931 0.54696
H9 0.16478 -0.83065 -0.77762
H10 -1.65168 -0.01147 -4.67489
H11 -0.79826 1.45320 -4.29597
H12 -0.38685 2.02563 -0.10071
H13 0.07970 -3.13443 5.35054
H14 1.19334 -4.47159 4.88703
H15 2.86981 -2.93329 4.25071
H16 2.16196 -2.05846 5.59534
H17 0.98367 -3.77296 2.47479
H18 -0.67318 -3.75779 3.16100
H19 1.44564 -0.34421 4.06718
H20 2.35394 -1.19895 2.87299
H21 -0.60913 -1.37636 3.51799

Record 2
Entry from OMol25: C20H21NO5 in the gas phase (wB97M-V/def2-TZVPD).

Its HOMO energy is -8.5 eV. As for the multiplicity: 1. Its orbital gap is 0.3215 Eh. As for the calculated total energy: -32808.7445 eV. For the energy above the lowest of the compared OMol25 structures with the same formula, charge and spin, the calculation gives 1.248 eV.

Positions of all 47 atoms, in Å:
C1 -0.38009 -0.02720 -3.53856
C2 -0.50780 -1.20172 -2.95258
C3 0.11262 -1.54232 -1.62856
C4 -0.96114 -1.78175 -0.60188
C5 -1.26776 -3.05472 -0.15555
C6 -2.27493 -3.26700 0.77414
C7 -2.99382 -2.18954 1.25515
C8 -2.70977 -0.90514 0.81870
C9 -1.69559 -0.69121 -0.10603
O1 -1.32615 0.52777 -0.58881
C10 -2.17659 1.63545 -0.44138
H1 -3.23079 1.33555 -0.50522
C11 -1.96236 2.43153 0.86310
O2 -3.02245 3.33797 1.05613
H2 -3.01585 3.98075 0.33702
H3 -1.99512 1.75293 1.72260
C12 -0.60583 3.16261 0.86792
N1 0.50333 2.25824 1.02529
C13 1.22084 1.83397 -0.03257
O3 1.11976 2.30653 -1.14980
C14 2.30540 0.83049 0.26750
C15 3.49931 1.08052 -0.40677
C16 4.59389 0.24706 -0.28712
C17 4.50292 -0.88990 0.49827
C18 3.31825 -1.17736 1.14582
C19 2.21299 -0.32727 1.05539
C20 1.00509 -0.76262 1.80219
O4 0.23555 -0.05087 2.40866
O5 0.86854 -2.08764 1.80133
H4 0.05921 -2.34652 2.27174
H5 3.23599 -2.07147 1.74401
H6 5.34603 -1.55667 0.59700
H7 5.50884 0.47770 -0.81146
H8 3.54250 1.95313 -1.04110
H9 0.50004 1.69071 1.86521
H10 -0.60305 3.87632 1.69834
H11 -0.46213 3.69843 -0.07537
H12 -1.94346 2.28069 -1.29651
H13 -3.28349 -0.07974 1.20926
H14 -3.78377 -2.33962 1.97613
H15 -2.49828 -4.26774 1.11252
H16 -0.70666 -3.89416 -0.54012
H17 0.72606 -2.44166 -1.72563
H18 0.74536 -0.71147 -1.31556
H19 -1.10169 -1.98941 -3.40022
H20 -0.84828 0.19084 -4.48451
H21 0.19431 0.76551 -3.08812

Record 3
Entry from OMol25: C20H21NO6 in the gas phase (wB97M-V/def2-TZVPD).

Its HOMO energy is -8.7 eV. As for the multiplicity: 1. Its orbital gap is 0.3343 Eh. As for the calculated total energy: -34856.0938 eV. For the energy above the lowest of the compared OMol25 structures with the same formula, charge and spin, the calculation gives 1.772 eV.

Positions of all 48 atoms, in Å:
C1 -8.09856 1.08488 0.64299
C2 -8.26290 -0.41721 0.43065
O1 -7.62318 -0.93057 -0.72647
C3 -6.25042 -0.66749 -0.85883
C4 -5.38317 -1.33454 0.22145
H1 -5.63827 -0.93775 1.20964
H2 -5.51266 -2.41822 0.20523
O2 -4.00485 -1.09483 -0.02823
C5 -3.52508 0.09460 0.37570
O3 -4.20335 0.92649 0.93098
C6 -2.08726 0.25641 0.07506
C7 -1.36118 -0.71996 -0.60507
C8 -0.02248 -0.52544 -0.86523
C9 0.61665 0.64518 -0.45154
C10 -0.10514 1.62252 0.23073
C11 -1.44564 1.42318 0.48692
H3 -2.02048 2.16992 1.01283
H4 0.38920 2.52385 0.55199
N1 1.97207 0.77657 -0.74850
C12 2.82428 1.78131 -0.43306
O4 2.54817 2.80052 0.15465
C13 4.26616 1.52930 -0.92760
C14 5.23813 1.76119 0.23578
O5 5.04283 0.80448 1.24992
C15 4.91843 -0.47567 0.78474
C16 5.05025 -1.52782 1.68352
C17 4.94753 -2.83423 1.24789
C18 4.72224 -3.10673 -0.09235
C19 4.56928 -2.06912 -0.99130
C20 4.65650 -0.75282 -0.55765
O6 4.45336 0.24944 -1.48850
H5 4.38310 -2.25304 -2.03809
H6 4.65637 -4.12657 -0.43750
H7 5.05302 -3.64227 1.95469
H8 5.23663 -1.29019 2.71828
H9 6.26862 1.70481 -0.14126
H10 5.05581 2.73706 0.68745
H11 4.47166 2.24867 -1.72850
H12 2.37008 0.01033 -1.28037
H13 0.54222 -1.28285 -1.39089
H14 -1.85378 -1.62422 -0.92478
H15 -6.04574 0.41063 -0.85768
H16 -5.97668 -1.07332 -1.83691
H17 -9.31636 -0.65794 0.26509
H18 -7.92499 -0.95878 1.32554
H19 -8.76592 1.40472 1.43856
H20 -8.35587 1.62212 -0.26694
H21 -7.08012 1.33744 0.92867

Record 4
Entry from OMol25: C20H22AlBrO7S as an isolated structure (wB97M-V/def2-TZVPD).

Its HOMO energy is -7.8 eV. As for the multiplicity: 1. Its orbital gap is 0.2968 Eh. As for the calculated total energy: -122909.5714 eV. For the energy above the lowest of the compared OMol25 structures with the same formula, charge and spin, the calculation gives 0.000 eV.

Positions of all 52 atoms, in Å:
Al1 0.19423 0.30375 0.06146
C1 -0.10624 1.07300 -2.86069
O1 0.59185 0.22955 -1.93008
C2 1.97857 0.01102 -2.22127
C3 2.80543 0.79293 -1.22090
O2 2.22942 0.44057 0.03121
C4 2.82665 0.91558 1.23544
C5 2.03623 0.22928 2.33165
O3 0.63256 0.34623 2.02819
C6 -0.11418 1.19452 2.91617
H1 -0.11030 0.58182 -3.83371
H2 0.36172 2.05611 -2.90675
H3 -1.12146 1.17345 -2.48804
H4 2.19497 0.31675 -3.24479
H5 2.16070 -1.05740 -2.10754
H6 2.72796 1.87354 -1.37151
H7 3.85055 0.47568 -1.24675
H8 2.74592 2.00522 1.27561
H9 3.87326 0.60507 1.27013
H10 2.23716 0.68021 3.30340
H11 2.26732 -0.83225 2.34297
H12 -0.08305 0.75901 3.91460
H13 -1.13559 1.21150 2.54724
H14 0.29433 2.20488 2.90382
O4 -3.74281 0.51743 0.02168
C7 -2.64709 1.03326 0.03437
O5 -1.55302 0.30981 0.06849
C8 -2.51805 2.54005 0.00762
C9 -3.73938 3.22331 0.00385
C10 -3.80983 4.59998 -0.01923
C11 -2.62730 5.33068 -0.04083
C12 -1.41382 4.67734 -0.03839
C13 -1.32454 3.27805 -0.01379
S1 0.32842 2.65360 -0.01751
H15 -4.63616 2.62042 0.01982
H16 -4.76925 5.09878 -0.02076
H17 -2.65107 6.41325 -0.05958
H18 -0.49365 5.24733 -0.05567
Br1 1.74067 -7.77561 0.18979
C14 0.68378 -6.21085 0.00821
C15 -0.65634 -6.33492 -0.32246
C16 -1.42739 -5.18890 -0.45341
C17 -0.86346 -3.93663 -0.26105
C18 0.48271 -3.83200 0.06907
C19 1.26356 -4.97300 0.20974
C20 1.12527 -2.48838 0.28840
O6 2.28800 -2.40503 0.65998
O7 0.33523 -1.48809 0.05502
H19 -1.08845 -7.31438 -0.47312
H20 -2.47544 -5.27651 -0.70652
H21 -1.45533 -3.03692 -0.35746
H22 2.30671 -4.87213 0.47388

Record 5
Entry from OMol25: C20H22ClN3S in the gas phase in a non-equilibrium geometry (wB97M-V/def2-TZVPD).

Its HOMO energy is -8.4 eV. As for the multiplicity: 1. Its orbital gap is 0.3242 Eh. As for the calculated total energy: -48925.4000 eV. For the energy above the lowest of the compared OMol25 structures with the same formula, charge and spin, the calculation gives 0.000 eV.

Positions of all 47 atoms, in Å:
Cl1 -5.63747 -2.65245 1.65150
N1 -0.75992 0.85065 -1.90747
N2 -2.53539 -3.55345 4.03757
S1 -1.29029 -1.26097 -3.67086
C1 -1.54873 0.26800 -2.79565
C2 -3.75747 -3.47836 3.47626
C3 -1.54330 -2.85932 3.48032
C4 -2.98802 -1.94679 1.80466
C5 0.51433 -0.89928 2.74461
C6 1.58558 -0.18168 2.21703
C7 -0.55093 -0.75439 0.54549
C8 -4.06928 -2.67926 2.37682
C9 -1.71073 -2.02520 2.37805
C10 -0.58793 -1.19901 1.90156
C11 1.59916 0.28364 0.89277
C12 0.54244 -0.05717 0.02052
N3 -2.58345 1.09884 -3.08257
C13 0.91453 3.09462 0.14414
C14 3.10839 3.31482 -0.98814
C15 0.01380 -1.92947 -2.55815
C16 2.69983 1.21847 0.45364
C17 1.07922 -0.85594 -2.35419
C18 1.56656 1.50391 -1.77964
C19 0.59016 0.33519 -1.51543
C20 2.06950 2.28462 -0.54129
H1 -4.57364 -4.01690 3.96624
H2 -0.53935 -3.03142 3.84928
H3 -3.25402 -1.26306 0.96378
H4 0.55301 -1.26223 3.74496
H5 2.42733 0.05591 2.90534
H6 -1.38065 -1.04776 -0.07970
H7 -2.45858 2.01763 -2.69750
H8 -2.96360 1.03584 -3.99612
H9 1.20663 3.46522 1.13724
H10 0.03892 2.47731 0.29807
H11 0.60427 3.97689 -0.43358
H12 3.94365 2.77502 -1.45946
H13 3.43905 3.85017 -0.12882
H14 2.65552 4.05497 -1.65091
H15 0.49264 -2.76383 -2.98378
H16 -0.38689 -2.21303 -1.59819
H17 3.46823 0.64797 -0.03424
H18 3.15027 1.75680 1.26693
H19 1.38757 -0.44576 -3.31094
H20 1.95237 -1.27383 -1.88654
H21 2.43222 1.09381 -2.30509
H22 1.08450 2.19029 -2.49853

Record 6
Entry from OMol25: C20H22F3NO4 in the gas phase (wB97M-V/def2-TZVPD).

Its HOMO energy is -9.2 eV. As for the multiplicity: 1. Its orbital gap is 0.3565 Eh. As for the calculated total energy: -38928.1938 eV. For the energy above the lowest of the compared OMol25 structures with the same formula, charge and spin, the calculation gives 0.069 eV.

Positions of all 50 atoms, in Å:
C1 3.54796 3.07523 5.45730
C2 3.67606 2.22768 4.62231
C3 3.76818 1.20535 3.59701
N1 2.68589 1.31280 2.64230
C4 2.90336 1.51861 1.32700
O1 4.00869 1.54438 0.82047
C5 1.65498 1.68973 0.52492
C6 1.71352 1.90558 -0.78886
C7 0.49811 2.12426 -1.63241
C8 0.17923 0.94116 -2.52217
C9 -0.76113 1.09430 -3.53542
C10 -1.10673 0.03237 -4.34710
C11 -0.50099 -1.20249 -4.15167
C12 0.44621 -1.36759 -3.15177
C13 0.78499 -0.29541 -2.34738
H1 1.51980 -0.42595 -1.56893
H2 0.91443 -2.32876 -3.00546
C14 -0.91312 -2.35638 -5.01676
F1 -0.04313 -3.37577 -4.99850
F2 -1.06070 -2.00764 -6.30822
F3 -2.10274 -2.87335 -4.64114
H3 -1.83773 0.15486 -5.13202
H4 -1.22935 2.05511 -3.69307
C15 -0.68514 2.45555 -0.70724
H5 -0.58344 3.47323 -0.32666
C16 -0.69339 1.50166 0.48663
O2 -0.86297 0.20884 0.00423
C17 -1.08692 -0.79821 0.98125
C18 -2.56624 -0.92098 1.35168
H6 -2.91224 0.02200 1.78325
H7 -3.13417 -1.09759 0.43669
C19 -2.83357 -2.04813 2.34888
H8 -2.23662 -1.88803 3.25174
C20 -2.53732 -3.44523 1.79376
H9 -3.03014 -4.19574 2.42922
O3 -1.16445 -3.73807 1.68444
H10 -0.76575 -3.69563 2.56064
H11 -2.93511 -3.53870 0.78109
H12 -3.88620 -2.01597 2.63577
H13 -0.73883 -1.72473 0.52159
H14 -0.48237 -0.59470 1.87396
O4 0.49029 1.62031 1.25480
H15 -1.49237 1.77666 1.19661
H16 -1.63301 2.35837 -1.23350
H17 0.67474 2.98849 -2.28465
H18 2.68476 1.92733 -1.25590
H19 1.73998 1.36728 2.98711
H20 4.69832 1.32248 3.02990
H21 3.75888 0.21407 4.06989
H22 3.46750 3.81741 6.19437

Record 7
Entry from OMol25: a 2-piece molecular cluster, C20H22FN3O5 overall in a non-equilibrium geometry (wB97M-V/def2-TZVPD).

Its HOMO energy is -8.6 eV. As for the multiplicity: 1. Its orbital gap is 0.3162 Eh. As for the calculated total energy: -38523.1985 eV. For the energy above the lowest of the compared OMol25 structures with the same formula, charge and spin, the calculation gives 1.617 eV.

Positions of all 51 atoms, in Å:
O1 1.17079 -0.30635 4.69125
O2 2.84487 1.20124 -2.16226
O3 -0.68336 3.69184 2.18252
F1 -1.27921 -3.78300 -5.24062
O4 -1.85388 -4.54894 0.29517
O5 3.07291 -1.85280 -2.73132
C1 0.59885 0.55873 4.04818
C2 2.10786 0.48196 -2.82316
C3 0.26784 2.93680 2.00965
C4 -1.73130 -1.64082 -4.29404
C5 -1.21158 -2.33999 -0.39958
C6 -2.21090 -2.71586 1.79640
C7 -1.27183 -0.45431 -3.70694
C8 0.54655 -2.45661 -4.46696
C9 -1.10772 -0.96616 -0.10871
C10 -2.10637 -1.33993 2.08109
C11 -0.82676 -2.64110 -4.67531
C12 -1.76109 -3.21948 0.55858
C13 0.09695 -0.28389 -3.50564
C14 1.00933 -1.27345 -3.87314
C15 -1.55525 -0.46151 1.12775
N1 0.77531 0.77766 -2.94006
N2 1.53669 3.35177 2.12279
N3 0.68454 0.54880 2.71634
C16 -0.18471 1.62624 4.78595
C17 2.41926 -0.85035 -3.53373
C18 1.92857 4.73344 2.39654
C19 -1.39634 1.01760 1.44506
C20 0.06138 1.43734 1.72019
H1 -1.51910 -4.76727 -0.57453
H2 3.12527 -2.70032 -3.20224
H3 -2.79390 -1.79297 -4.45876
H4 -0.86443 -2.71811 -1.34894
H5 -2.62473 -3.39784 2.52373
H6 -1.97245 0.32107 -3.41184
H7 1.23465 -3.23845 -4.77083
H8 -0.67101 -0.29717 -0.83203
H9 -2.43377 -0.96306 3.04050
H10 0.34688 1.52277 -2.40203
H11 2.26731 2.66602 2.00361
H12 1.19728 -0.24085 2.35432
H13 -1.15843 1.77142 4.32697
H14 0.37479 2.55900 4.77267
H15 -0.32388 1.30638 5.81762
H16 2.99634 -0.64226 -4.43952
H17 2.98707 4.78292 2.65654
H18 1.74474 5.34964 1.51437
H19 1.33812 5.12957 3.22540
H20 -2.01988 1.26833 2.30270
H21 -1.77054 1.59378 0.59793
H22 0.59827 1.25853 0.78840

Record 8
Entry from OMol25: C20H22MnN2O3Te as an isolated structure (wB97M-V/def2-TZVPD).

As for the total charge: +1. Its HOMO energy (spin up / spin down) is -11.9 / -11.8 eV. As for the multiplicity: 1. Its orbital gap (spin up / spin down) is 0.2830 / 0.2764 Eh. As for the calculated total energy: -68824.4352 eV.

Positions of all 49 atoms, in Å:
Mn1 0.23861 -0.03868 -2.13774
N1 1.73906 0.37526 -3.45691
C1 1.22351 1.30425 -4.49163
C2 -0.30130 1.27938 -4.54425
O1 -0.90794 1.54454 -5.55365
N2 -0.83743 0.88645 -3.34019
C3 -2.27654 0.71973 -3.25494
C4 -2.59168 -0.51734 -2.45301
O2 -3.55902 -1.19525 -2.43782
O3 -1.49974 -0.80121 -1.61808
H1 2.54773 0.78101 -3.00091
H2 2.07456 -0.47552 -3.90031
H3 1.59639 1.05422 -5.48222
H4 1.54781 2.31684 -4.25381
H5 -2.72871 0.60951 -4.24101
H6 -2.77406 1.56012 -2.76009
C5 0.04528 -1.34628 4.91322
C6 -0.15232 -1.69206 3.46597
C7 -1.42507 -1.76487 2.91342
C8 -1.63070 -2.09142 1.58012
C9 -3.03393 -2.15900 1.04387
C10 -0.49721 -2.32339 0.78271
Te1 -0.79439 -2.67686 -1.24419
C11 0.80439 -2.27882 1.30960
C12 2.05718 -2.56204 0.52024
C13 0.94344 -1.96438 2.65390
H7 -0.90538 -1.23203 5.42982
H8 0.60073 -0.41240 5.01500
H9 0.61931 -2.12298 5.41990
H10 -2.28600 -1.57529 3.54331
H11 -3.74985 -2.08085 1.85899
H12 -3.22606 -3.09455 0.51602
H13 -3.23410 -1.34876 0.34095
H14 1.87769 -3.10198 -0.40586
H15 2.74411 -3.15695 1.12006
H16 2.56427 -1.62915 0.25521
H17 1.94080 -1.94636 3.08222
C14 0.72416 0.75431 -0.82110
C15 0.92559 1.78277 0.14788
C16 0.48964 3.08698 -0.12916
C17 0.68267 4.08291 0.80965
C18 1.29833 3.78284 2.01934
C19 1.72392 2.48990 2.30124
C20 1.54036 1.48451 1.36945
H18 0.00694 3.29430 -1.07524
H19 0.35378 5.09271 0.60621
H20 1.44730 4.56372 2.75340
H21 2.19929 2.26973 3.24747
H22 1.85455 0.47242 1.58295